84
Properties=species:S:1:pos:R:3:mulliken_charge:R:1 method="wB97M-V/def2-TZVPD" max_force_ha_per_bohr=0.069 gap_ev="6.439 / 5.999" total_energy_ev=-87972.365 e_homo_ev="-5.83 / -5.76" multiplicity=3 relative_energy_kcal_mol=21.3
W -0.156 -0.075 0.272 1.382
Cl 1.826 1.130 -4.158 -0.296
Cl -2.299 -2.459 0.367 -0.225
P 1.185 -2.114 -0.817 -0.193
P -1.178 2.258 -0.473 -0.633
Si -2.029 2.026 2.464 0.133
Si 0.907 -3.047 2.081 0.257
C -3.481 1.167 3.261 -1.229
C 3.640 -0.657 -1.182 -1.337
C 3.076 -1.976 -0.651 1.626
C -1.468 3.497 3.458 -1.119
C -0.593 0.850 2.219 0.033
C -0.652 -2.594 -2.905 -0.902
C 3.849 -3.147 -1.258 -1.926
C -0.398 -3.994 3.013 -1.174
C 0.913 0.692 -2.459 1.502
C -3.089 3.737 -2.013 -1.582
C 0.801 1.122 1.906 0.110
C -2.529 2.567 0.713 -1.255
C -0.690 -0.578 2.344 -1.801
C 0.882 -3.563 0.251 -1.334
C -2.074 -0.738 -0.118 -1.184
C 0.571 -1.196 2.042 0.376
C -0.009 3.706 -0.102 1.340
C 1.346 3.548 -0.799 -1.352
C 0.820 -2.794 -2.523 0.579
C 1.160 -4.276 -2.707 -1.451
C 1.497 -0.102 1.809 -0.200
C -0.592 5.088 -0.398 -1.879
C -2.491 1.488 -2.873 -1.358
C -1.956 2.709 -2.117 0.776
C 2.593 -3.370 2.819 -1.173
H -0.824 -3.057 -3.888 0.531
H 4.739 -0.699 -1.142 0.525
H -0.619 -4.937 2.496 0.379
H -0.749 5.234 -1.475 0.377
H 3.763 -3.154 -2.353 0.388
H 3.334 0.207 -0.580 0.031
H 0.887 -4.561 -3.731 0.505
H -3.460 3.936 -3.028 0.509
H -1.331 -3.433 3.130 0.234
H 0.137 5.844 -0.072 0.491
H 1.668 0.890 -1.698 -0.320
H -2.776 4.695 -1.589 0.304
H 1.234 2.111 1.828 0.852
H 0.145 3.627 0.986 -0.338
H 2.558 -0.220 1.627 0.744
H -0.950 -1.544 -2.994 -0.204
H 1.951 4.446 -0.600 0.516
H -3.929 3.352 -1.422 0.261
H 2.664 -4.440 3.057 0.360
H 2.222 -4.499 -2.580 0.329
H 1.643 -4.341 0.089 0.731
H -1.527 5.294 0.136 0.313
H -0.840 3.152 4.291 0.375
H -3.255 0.958 -2.289 0.280
H 3.354 -0.480 -2.227 0.252
H 1.243 3.455 -1.889 0.270
H 0.074 1.395 -2.480 -0.932
H 3.427 -3.104 2.160 0.325
H 0.584 -4.908 -2.020 0.233
H -1.322 -3.078 -2.182 0.232
H -3.338 1.156 4.350 0.341
H 4.915 -3.016 -1.019 0.499
H -4.402 1.723 3.037 0.385
H -1.571 -1.104 2.687 0.434
H -3.415 1.992 0.407 0.531
H -3.600 0.134 2.913 0.299
H -2.870 -0.183 0.387 0.556
H 3.550 -4.125 -0.863 0.293
H -2.967 1.836 -3.801 0.545
H -0.008 -4.233 4.012 0.362
H 0.622 -0.349 -2.626 -0.412
H -0.901 4.228 2.867 0.286
H -2.807 3.632 0.740 0.856
H 3.218 -1.998 0.442 -0.595
H -2.250 -0.707 -1.197 0.316
H 1.462 -2.195 -3.192 0.488
H -1.129 3.159 -2.693 0.522
H -0.103 -3.988 0.012 0.582
H 1.920 2.689 -0.429 0.003
H -1.713 0.775 -3.168 -0.090
H 2.691 -2.802 3.755 0.377
H -2.356 3.994 3.875 0.360

=====

6
Properties=species:S:1:pos:R:3:mulliken_charge:R:1 method="wB97M-V/def2-TZVPD" max_force_ha_per_bohr=0.166 gap_ev="2.780 / 4.554" total_energy_ev=-38360.083 total_charge=+2 e_homo_ev="-14.31 / -18.30" multiplicity=3 relative_energy_kcal_mol=16.5
Yb 2.256 0.499 -2.128 0.886
F -2.800 0.001 0.401 -0.013
O 0.512 0.405 -0.180 -0.050
C -0.501 -0.063 0.197 0.672
C -1.653 -0.679 0.412 0.157
H -1.454 -1.434 1.219 0.347

=====

8
Properties=species:S:1:pos:R:3:mulliken_charge:R:1 method="wB97M-V/def2-TZVPD" max_force_ha_per_bohr=0.072 gap_ev=9.623 total_energy_ev=-6125.674 e_homo_ev=-9.58 smiles=[NH3+][O-].C#N relative_energy_kcal_mol=111.5
O 0.594 0.517 -0.437 -0.653
N -3.677 -0.021 0.078 -0.341
N 1.589 -0.131 0.091 -0.249
C -2.611 0.203 -0.219 0.163
H 1.116 -0.585 0.879 0.286
H -1.538 0.496 -0.290 0.172
H 2.512 0.393 0.499 0.312
H 2.015 -0.871 -0.601 0.309

=====

3
Properties=species:S:1:pos:R:3:mulliken_charge:R:1 method="wB97M-V/def2-TZVPD" max_force_ha_per_bohr=0.060 gap_ev="5.102 / 5.103" total_energy_ev=-88975.645 e_homo_ev="-9.03 / -9.03" relative_energy_kcal_mol=56.9
I -3.215 -0.257 -0.001 -0.141
Br -0.140 -1.148 -0.001 0.232
S 1.019 0.459 0.002 -0.091

=====

70
Properties=species:S:1:pos:R:3:mulliken_charge:R:1 method="wB97M-V/def2-TZVPD" max_force_ha_per_bohr=0.077 gap_ev=7.921 total_energy_ev=-46345.911 e_homo_ev=-7.31 smiles="CCOC(=O)[C@](C#N)(c1ccccc1)C(c1cn(C)c2ccc(OC)cc12)c1cn(C)c2ccc(OC)cc12" relative_energy_kcal_mol=6.8
O -2.849 4.460 -0.892 -0.598
O 3.034 0.717 -4.973 -0.481
O 3.490 4.790 2.850 -0.365
O -2.906 2.286 -1.499 -0.248
N -0.506 0.532 -1.202 -0.811
N -1.290 4.036 -4.758 0.241
N 0.690 7.447 -0.943 0.229
C 3.848 0.694 -3.783 -0.775
C 0.655 8.793 -1.476 -0.991
C -0.805 3.147 1.061 -0.541
C -0.770 1.619 -0.854 -0.722
C 1.859 1.393 -4.892 0.095
C 3.098 5.510 1.769 -0.441
C 4.084 5.490 3.965 -0.939
C -1.298 4.375 -3.412 -0.672
C 0.412 5.207 -0.905 -0.195
C -0.345 3.647 -2.739 -0.337
C -4.328 2.398 -1.782 -0.325
C 1.189 1.620 -6.127 -0.866
C -0.912 3.026 -0.468 3.778
C -2.323 3.353 -0.943 -0.712
C -0.532 3.430 3.839 -0.577
C -2.114 4.633 -5.787 -1.000
C -1.773 3.826 1.792 -0.588
C 2.329 4.807 0.812 0.859
C 3.313 6.915 1.655 -0.741
C 0.115 2.504 -6.169 -1.122
C -0.057 6.391 -1.434 -0.074
C -4.582 1.318 -2.790 -1.181
C 1.476 5.547 0.021 0.406
C 0.465 2.792 3.096 -0.875
C 1.380 1.934 -3.668 0.487
C -1.664 3.922 3.184 -0.783
C 0.324 2.823 -3.725 0.509
C -0.300 3.096 -4.977 -0.283
C 1.607 6.968 -0.019 -0.934
C 0.275 2.556 1.725 0.139
C 2.515 7.659 0.782 -1.120
C 0.086 3.784 -1.290 1.018
H 4.051 7.414 2.287 0.344
H 1.868 1.738 -2.709 0.346
H -4.550 3.399 -2.168 0.326
H -4.066 0.386 -2.531 0.300
H 4.070 1.709 -3.428 0.340
H 5.041 5.939 3.677 0.334
H 1.395 2.462 3.566 0.381
H -1.981 5.134 -3.052 0.707
H -2.628 4.257 1.278 0.450
H -3.170 4.605 -5.492 0.307
H -2.484 4.397 3.720 0.405
H 1.028 3.232 -1.161 0.462
H 1.342 8.900 -2.326 0.328
H -0.851 6.561 -2.150 0.304
H 0.959 1.893 1.186 0.599
H -4.238 1.631 -3.782 0.250
H -5.653 1.115 -2.861 0.425
H 4.236 4.711 4.709 0.247
H -4.865 2.222 -0.840 0.344
H 2.566 8.749 0.762 0.258
H 4.759 0.191 -4.092 0.240
H 3.357 0.135 -2.977 0.308
H 0.968 9.518 -0.718 0.314
H 2.324 3.721 0.790 0.786
H 1.575 1.136 -7.027 0.426
H -0.432 3.543 4.920 0.385
H -1.841 5.683 -5.960 0.323
H -1.967 4.088 -6.725 0.312
H 3.419 6.267 4.360 0.415
H -0.354 9.001 -1.847 0.309
H -0.401 2.722 -7.099 0.263

=====

7
Properties=species:S:1:pos:R:3:mulliken_charge:R:1 method="wB97M-V/def2-TZVPD" max_force_ha_per_bohr=0.052 gap_ev=9.954 total_energy_ev=-80432.990 e_homo_ev=-9.52 smiles=CPBr relative_energy_kcal_mol=6.8
Br -1.847 -0.556 1.324 -0.179
P 0.272 -0.977 0.767 0.086
C 0.366 0.611 -0.256 -0.948
H 0.122 -1.722 -0.480 0.067
H 0.877 1.459 0.189 0.304
H -0.625 0.859 -0.421 0.342
H 0.835 0.326 -1.122 0.328

=====

101
Properties=species:S:1:pos:R:3:mulliken_charge:R:1 method="wB97M-V/def2-TZVPD" max_force_ha_per_bohr=0.029 gap_ev="6.196 / 6.455" total_energy_ev=-134097.086 total_charge=-1 e_homo_ev="-4.04 / -4.39" multiplicity=4 relative_energy_kcal_mol=11.4
V -1.048 0.216 -0.409 -0.230
S 0.393 1.549 2.083 -0.616
S -1.376 -3.648 -0.776 -0.780
S -0.202 4.107 -0.888 -0.325
P -0.011 -2.888 0.554 2.349
P 0.905 -0.395 1.990 1.365
O -2.482 9.320 -4.572 -0.601
O -0.690 10.298 -3.713 -0.505
N 0.128 -1.966 -5.217 -0.532
N -2.340 1.788 -1.434 0.422
N 1.149 0.069 -4.745 -0.668
N -2.895 -0.816 -1.061 0.237
N -2.483 0.816 1.198 0.079
N 0.036 -0.001 -2.183 1.420
C 0.318 6.661 -1.730 -1.126
C -2.032 6.914 -3.163 -0.763
C 2.653 -0.351 1.436 -0.078
C 0.041 7.834 -2.395 -0.718
C -1.751 5.745 -2.494 -0.213
C -3.006 2.151 0.927 -0.890
C -0.676 -5.563 4.255 -0.699
C 2.692 -3.744 0.669 0.024
C -2.884 1.157 -2.628 -0.786
C -0.572 5.570 -1.752 0.412
C 3.949 -3.985 0.136 -0.974
C 1.817 -3.388 -1.519 -0.538
C 0.833 1.008 -2.574 -0.409
C 1.938 -2.078 4.034 -0.023
C 1.898 -2.670 5.287 -0.936
C -3.434 -0.279 1.336 -0.024
C 3.698 -0.041 2.300 -0.418
C 0.017 -1.301 5.861 -0.756
C 4.992 0.084 1.827 -0.690
C -1.207 -4.284 4.187 -0.611
C 4.219 -0.361 -0.399 -0.808
C 3.071 -3.613 -2.059 -0.693
C 4.147 -3.906 -1.231 -0.729
C 0.089 -6.044 3.203 -0.780
C 1.001 -1.124 3.666 0.092
C -3.940 -0.780 -0.014 -0.838
C 1.611 -3.421 -0.142 -0.354
C 0.931 -2.288 6.202 -0.582
C 0.057 -0.722 4.606 -0.645
C 0.327 -5.248 2.096 -0.522
C -1.512 9.221 -3.863 0.713
C 5.258 -0.077 0.472 -0.803
C -0.961 -3.492 3.079 0.144
C 0.399 -0.938 -4.330 0.136
C -0.177 -3.955 2.030 0.205
C -0.103 -1.243 0.931 0.814
C -1.143 7.991 -3.125 0.861
C -3.374 2.327 -0.539 -0.796
C 2.928 -0.497 0.084 0.278
C -3.339 -0.299 -2.361 -0.771
C 1.349 1.039 -3.850 -0.896
C -0.172 -0.966 -3.048 -0.498
H -0.778 -1.803 -2.708 0.282
H 1.957 1.883 -4.147 0.458
H 5.127 -4.083 -1.652 0.380
H 2.728 -2.347 3.350 0.441
H 1.239 6.558 -1.173 0.384
H -4.356 -1.788 0.109 0.468
H -3.878 2.379 1.560 0.407
H 2.630 -3.423 5.547 0.430
H -2.585 -1.789 -1.154 -0.308
H 0.796 8.614 -2.333 0.138
H -4.308 1.803 -0.760 0.368
H -4.755 -0.147 -0.371 0.361
H 3.208 -3.567 -3.132 0.423
H -2.099 1.174 -3.388 0.245
H -2.457 4.923 -2.539 0.272
H -3.537 3.389 -0.756 0.463
H 2.552 -3.826 1.736 0.420
H 4.407 -0.485 -1.457 0.498
H -1.681 2.545 -1.652 -0.477
H -1.805 -3.894 4.999 0.462
H 0.793 -2.013 -5.974 0.285
H -2.948 7.017 -3.728 0.422
H 0.975 -3.192 -2.164 0.310
H -4.431 -0.377 -2.442 0.607
H -0.075 -2.861 -4.797 0.260
H 0.895 -2.743 7.183 0.383
H -2.894 -1.080 1.849 -0.337
H -2.199 2.847 1.175 0.361
H -0.861 -6.182 5.123 0.390
H 0.906 -5.647 1.271 0.467
H -0.644 0.063 4.343 0.298
H 2.120 -0.738 -0.598 0.086
H 6.268 0.029 0.101 0.387
H -3.731 1.735 -3.028 0.649
H 0.003 10.075 -3.084 0.278
H -4.300 0.014 1.952 0.514
H 5.794 0.321 2.514 0.419
H -1.361 -2.484 3.028 -0.095
H -2.929 -0.953 -3.137 0.265
H -1.875 0.869 2.011 -0.090
H 4.775 -4.219 0.796 0.426
H 0.496 -7.045 3.243 0.423
H 1.015 1.820 -1.878 0.355
H -0.728 -0.976 6.576 0.415
H 3.500 0.112 3.355 0.482

=====

64
Properties=species:S:1:pos:R:3:mulliken_charge:R:1 method="wB97M-V/def2-TZVPD" max_force_ha_per_bohr=0.117 gap_ev=6.740 total_energy_ev=-40194.647 total_charge=+1 e_homo_ev=-10.23
P 2.357 -2.260 -0.154 0.377
O -5.435 4.840 -1.803 -0.392
O -5.314 6.766 0.427 -0.438
O -1.977 3.376 1.121 -0.163
O 0.270 1.542 1.654 -0.275
N 2.960 -4.560 -3.820 -0.095
N 3.933 -4.558 -1.587 0.185
N 5.988 -5.765 -1.076 -0.357
C 0.440 -2.587 -0.030 -0.269
C 6.143 -7.145 -0.476 -0.704
C -4.498 5.594 0.327 -0.228
C 2.831 -1.733 2.761 -0.872
C 3.978 -5.248 -2.934 -0.208
C -2.797 2.218 0.984 -0.961
C -5.975 5.897 -2.593 -0.766
C 4.836 -4.987 -0.450 -0.357
C 0.122 -4.060 0.621 -0.935
C 0.409 1.425 0.242 -0.590
C 2.903 -3.450 -1.586 0.117
C -4.229 5.223 -1.134 -0.427
C 2.227 -3.415 -3.094 -0.527
C -1.218 3.365 2.333 -0.567
C 0.222 2.907 2.083 -0.645
C -6.682 6.452 0.671 -0.738
C 3.232 -2.698 1.486 -0.370
H 7.302 -7.415 -0.560 0.314
H 0.776 2.963 3.028 0.385
H 1.452 1.600 -0.037 0.318
H 3.117 -3.850 1.730 0.239
H 3.831 -1.619 3.403 0.321
H 4.288 -5.555 0.418 0.240
H -7.033 5.618 0.058 0.323
H -4.949 4.758 0.873 0.313
H -7.015 5.652 -2.824 0.251
H -3.564 4.355 -1.158 0.286
H 0.727 3.560 1.362 0.361
H 2.771 -4.811 -4.817 0.264
H 2.475 -0.663 2.444 0.203
H 0.134 0.408 -0.046 -0.001
H -5.950 6.855 -2.074 0.336
H 0.043 -2.626 -1.154 0.288
H -0.133 -1.728 0.520 0.179
H -1.022 -4.058 0.955 0.347
H -7.282 7.333 0.433 0.264
H -1.198 4.394 2.705 0.350
H 1.389 -2.706 -3.536 0.353
H -3.687 2.329 1.607 0.319
H 5.838 -7.106 0.655 0.292
H 5.557 -7.943 -1.111 0.203
H 2.043 -2.208 3.495 0.251
H -5.416 5.973 -3.528 0.323
H -3.730 6.041 -1.667 0.301
H 4.399 -2.528 1.310 0.257
H -0.235 2.123 -0.300 0.371
H -3.106 2.141 -0.062 0.249
H 4.605 -6.157 -3.335 0.342
H -6.816 6.208 1.729 0.320
H 6.862 -5.197 -1.030 0.276
H 0.751 -4.285 1.595 0.234
H 0.241 -4.883 -0.202 0.232
H 5.327 -3.988 -0.018 0.195
H -1.706 2.744 3.094 0.380
H -2.271 1.304 1.260 0.472
H -3.542 5.830 0.809 0.253